The following is a quantum chemistry calculation of a cluster of 6 separate species, C38H96N6O4 in total, from the Open Molecules 2025 dataset.

Element x y z (Å)
O: 3.517 4.548 2.102
O: -6.024 -0.004 5.744
O: 0.858 -0.254 -5.634
O: -2.831 -1.969 -1.464
N: 1.221 -3.384 1.228
N: 5.974 2.331 1.452
N: 0.300 2.312 -0.826
N: 2.184 -2.887 -4.680
N: -5.059 -0.261 -2.744
N: -4.789 2.430 4.122
C: 1.459 2.673 -1.812
C: -3.768 0.636 -2.877
C: 5.633 3.446 2.538
C: 0.807 -2.727 2.595
C: 1.985 -1.828 3.000
C: 3.405 4.407 -2.378
C: 2.128 4.114 -1.591
C: -0.126 1.060 1.264
C: -5.023 -0.903 -1.289
C: 4.121 3.565 2.962
C: -0.739 3.505 -0.784
C: -6.259 0.646 -2.821
C: -3.284 2.795 3.884
C: -0.586 -5.194 1.610
C: 1.323 -1.865 -3.832
C: 5.221 2.587 0.211
C: -5.555 3.713 3.601
C: 2.963 -1.850 1.805
C: -1.162 0.704 0.108
C: 1.313 -3.795 -5.542
C: 4.106 5.687 -1.810
C: -4.203 -2.183 -1.216
C: -5.241 1.416 3.141
C: 0.184 -1.039 -4.647
C: 2.888 -3.912 -3.763
C: 0.440 -2.825 -0.028
C: -0.468 1.037 -1.254
C: 3.284 -2.120 -5.556
C: -5.093 2.290 5.650
C: 0.863 2.042 0.547
C: -0.841 -6.678 1.825
C: 0.898 -4.887 1.315
C: -2.402 -7.143 1.944
C: 7.460 2.537 1.001
C: 2.722 -3.145 1.032
C: 5.837 0.918 1.903
C: -4.999 0.790 6.141
C: -4.953 -1.256 -3.908
H: -5.158 4.645 4.004
H: -6.291 1.191 3.329
H: 5.263 3.664 0.051
H: 1.600 -5.321 2.026
H: -6.120 2.595 5.851
H: -2.156 1.148 0.169
H: -6.796 0.560 5.653
H: 4.152 3.617 -2.291
H: -4.034 0.363 5.868
H: 2.046 -1.160 -3.423
H: -1.329 -4.836 0.897
H: 5.977 4.403 2.146
H: 3.438 -4.620 -4.383
H: 1.487 -0.872 3.163
H: -4.499 2.959 6.272
H: 7.604 1.691 0.329
H: -5.878 -1.830 -3.966
H: -2.354 -2.752 -1.749
H: 3.785 -1.363 -4.953
H: 2.743 -1.609 -6.352
H: -1.039 3.731 -1.807
H: -2.871 -6.806 2.868
H: 2.627 4.746 2.404
H: -0.494 -7.322 1.017
H: 5.189 5.591 -1.887
H: 5.889 0.197 1.087
H: -0.300 4.407 -0.358
H: -3.704 1.137 -1.911
H: -4.012 -1.778 -3.731
H: 0.984 2.998 1.057
H: 1.210 -5.335 0.371
H: -6.076 1.527 -2.206
H: 1.399 4.899 -1.791
H: -6.060 -1.200 -1.133
H: -4.630 0.565 3.443
H: 3.539 2.644 2.954
H: 2.627 -1.007 1.201
H: 0.325 0.343 -1.533
H: -4.862 -0.106 -0.563
H: -3.113 3.662 4.522
H: -1.138 1.342 -2.057
H: 2.921 -3.152 -0.040
H: 4.134 3.749 4.036
H: 4.797 0.980 2.222
H: 0.582 -3.342 -6.212
H: -7.211 0.154 -2.622
H: 6.333 3.143 3.317
H: 2.172 -4.438 -3.131
H: -4.154 -2.515 -0.179
H: -4.976 0.819 7.230
H: 3.813 5.890 -0.780
H: 4.209 2.199 0.328
H: 2.320 4.191 -0.521
H: 3.913 6.513 -2.496
H: -2.893 0.013 -3.063
H: -2.405 -8.232 1.988
H: 6.440 0.629 2.763
H: 5.753 2.026 -0.558
H: 1.867 1.635 0.434
H: 4.012 -1.737 2.076
H: 0.301 0.136 1.656
H: 3.127 4.564 -3.421
H: 0.670 -3.531 3.318
H: 0.743 -3.440 -0.875
H: -5.290 3.851 2.553
H: -1.413 -0.344 0.277
H: -4.888 -0.699 -4.842
H: 8.021 2.507 1.935
H: 0.939 -2.476 -3.015
H: 1.023 2.466 -2.789
H: 0.432 0.588 -5.811
H: -0.649 1.480 2.123
H: -0.145 -2.256 2.349
H: 0.797 -1.803 -0.157
H: 2.498 -2.198 3.887
H: -6.289 1.026 -3.842
H: -2.590 1.999 4.154
H: 3.585 -3.323 -3.166
H: 3.087 -4.049 1.520
H: 0.830 -4.511 -4.876
H: -0.640 -2.806 0.116
H: -1.014 -4.673 2.466
H: -6.585 3.482 3.874
H: -3.219 3.009 2.818
H: 4.070 -2.829 -5.816
H: -0.392 -0.421 -3.958
H: -3.828 1.365 -3.685
H: -5.075 1.750 2.117
H: -0.560 -7.010 2.824
H: 7.615 3.463 0.447
H: 2.023 -4.334 -6.170
H: -4.543 -3.007 -1.843
H: 2.213 1.900 -1.669
H: -2.945 -6.756 1.082
H: -1.605 3.252 -0.174
H: -0.592 -1.684 -5.059

Properties
Gap between HOMO and LUMO, eV: 8.799
DFT total energy, Ha: -2132.3500
Net charge: +6
Molar mass, g/mol: 701.2


The following is a quantum chemistry calculation of a cluster of 9 separate species, C38H99N5O12 in total, from the Open Molecules 2025 dataset.

Element x y z (Å)
O: -6.867 -0.427 -2.047
O: 2.505 3.860 2.064
O: 1.343 -7.976 -4.243
O: 1.482 -0.944 4.339
O: 2.794 3.651 -3.203
O: -2.451 -2.081 -0.981
O: 1.206 -4.033 -2.431
O: 6.150 -0.516 -0.659
O: -0.132 1.812 -0.880
O: -2.113 3.063 -2.249
O: 1.337 2.976 5.541
O: -2.308 4.592 2.939
N: 3.269 -6.110 -2.887
N: 0.071 3.248 -4.275
N: -0.984 -1.026 7.068
N: 0.475 4.850 3.607
N: -4.134 -4.248 1.546
C: 0.965 5.674 2.506
C: 6.401 0.561 -2.793
C: 0.748 4.206 5.919
C: -4.908 -3.738 -0.718
C: -0.565 0.491 -0.524
C: 0.983 5.309 4.908
C: -2.865 -2.569 0.288
C: 1.263 2.507 -4.689
C: -1.122 2.406 -4.273
C: -2.278 3.158 -3.646
C: 0.698 -0.462 5.402
C: -2.559 3.276 2.436
C: 2.001 -4.538 -1.372
C: 1.075 -8.859 -5.311
C: 3.201 2.501 -2.497
C: 2.460 3.400 -4.575
C: 1.777 -2.884 -3.036
C: 2.653 -7.353 -2.393
C: -2.156 2.283 3.510
C: -1.381 -2.824 -1.549
C: -3.057 3.818 -1.511
C: 1.736 3.178 1.090
C: -5.531 -0.186 -1.572
C: -0.337 -1.495 5.837
C: -4.051 3.271 2.087
C: 2.544 -8.322 -3.551
C: -4.623 -0.350 -2.769
C: 2.379 5.249 2.032
C: -1.498 0.660 0.670
C: 2.748 2.946 5.538
C: -1.427 -1.652 4.760
C: 4.249 -0.597 -2.032
C: -5.378 1.166 -0.929
C: 0.683 -0.314 -0.162
C: -3.694 -3.839 0.187
C: 5.442 0.250 -1.647
C: 3.355 -5.059 -1.853
C: 1.480 -0.082 3.244
H: -4.838 -4.964 1.391
H: -2.233 1.222 3.251
H: -4.082 3.666 -1.858
H: -0.987 -2.018 3.831
H: 2.558 -5.762 -3.535
H: 3.374 3.004 -5.034
H: 0.285 5.486 1.668
H: 1.270 -0.044 6.239
H: -2.037 -2.705 0.995
H: -3.376 -4.725 2.025
H: -4.843 0.368 -3.562
H: -2.754 2.469 4.401
H: -2.894 4.892 -1.654
H: -1.614 -0.331 1.125
H: 0.475 6.229 5.197
H: 7.235 1.194 -2.489
H: 0.351 -1.209 0.358
H: 0.085 0.418 5.156
H: -5.310 -4.701 -1.034
H: 3.957 2.761 -1.751
H: -0.444 -2.332 -1.289
H: -2.189 -2.378 5.056
H: 1.901 3.555 0.077
H: 2.099 2.149 1.087
H: 2.063 5.490 4.820
H: -5.905 1.241 0.020
H: 0.497 0.109 2.786
H: 3.168 3.482 4.680
H: 1.802 -8.688 -6.110
H: 5.900 1.051 -3.633
H: -1.392 4.615 3.302
H: -3.587 -0.248 -2.432
H: -2.971 3.592 -0.451
H: -2.463 1.071 0.374
H: -7.420 -0.567 -1.268
H: -0.903 2.393 -1.046
H: 3.374 -8.216 -4.252
H: 2.527 -3.176 -3.772
H: 0.849 3.914 3.461
H: 1.252 -0.569 -1.059
H: -4.190 4.209 1.539
H: -5.276 -0.968 -0.845
H: 3.179 3.398 6.437
H: 0.673 3.143 1.343
H: -4.697 3.386 2.959
H: 3.513 0.062 -2.501
H: -4.404 2.462 1.448
H: -1.060 1.309 1.429
H: 2.170 -3.721 -0.659
H: 3.163 5.615 2.704
H: 3.964 -4.239 -2.236
H: -1.505 -2.863 -2.633
H: 0.116 -2.481 5.993
H: 3.665 1.805 -3.204
H: -5.743 -3.174 -0.296
H: -4.641 -3.204 -1.633
H: 3.939 -5.494 -1.039
H: 1.806 0.953 3.418
H: -3.459 -1.762 0.727
H: 3.829 -0.960 -1.094
H: -0.949 1.504 -3.669
H: 2.387 2.044 -1.923
H: -0.509 -1.480 7.847
H: 1.355 1.599 -4.071
H: -1.920 -1.410 7.153
H: -3.230 2.676 -3.913
H: 1.463 -5.338 -0.869
H: 2.081 -0.474 2.425
H: 0.241 3.560 -3.322
H: 6.989 -0.097 -0.448
H: -4.652 -1.341 -3.224
H: 2.600 5.772 1.093
H: 1.156 2.076 -5.689
H: 1.643 -7.225 -1.986
H: 2.167 -2.229 -2.252
H: 2.302 4.377 -5.025
H: -1.381 -3.875 -1.254
H: -1.331 2.145 -5.312
H: 3.237 -7.752 -1.559
H: 3.045 1.903 5.449
H: 0.921 6.748 2.681
H: -0.316 3.975 6.006
H: -3.035 -4.637 -0.176
H: -4.312 1.397 -0.883
H: -2.010 3.209 1.483
H: -5.759 1.911 -1.635
H: 0.093 -8.634 -5.722
H: 1.041 4.478 6.940
H: -1.976 -0.716 4.641
H: 2.434 -9.347 -3.180
H: 6.796 -0.376 -3.195
H: -1.095 2.396 3.748
H: -1.089 -0.008 -1.346
H: 1.082 -9.899 -4.979
H: 0.976 -2.309 -3.503
H: -2.357 4.179 -4.033
H: 4.482 -1.426 -2.696
H: 5.177 1.201 -1.167
H: 1.373 0.335 0.376

Properties
Gap between HOMO and LUMO, eV: 9.505
SMILES string: COC[C@H](C)N.COC[C@H](C)N.COCCNCCOC.COCCNCCOC.COCCNCCOC.CC(C)O.CC(C)O.CC(C)O.CC(C)O
DFT total energy, Ha: -2683.6778
Molar mass, g/mol: 818.2